DFT (ωB97M-V with the def2-TZVPD basis set) results for a 3-piece molecular cluster, C44H35FN5O7 overall.

Properties
Electronic energy (eV): -70668.5814
M (g mol⁻¹): 764.8
Orbital gap (Eh): 0.25196
Net charge: +1

Atoms and positions in Å:
C -1.162 -7.635 5.832
C -0.792 -6.276 5.597
N -0.191 -4.909 5.484
C -0.254 -3.634 6.262
N -0.947 -3.443 7.416
F -0.890 -2.161 7.934
C -1.762 -4.420 8.217
O -3.231 -4.339 7.991
C -3.578 -4.464 6.573
C -3.526 -3.265 5.441
C -3.974 -3.470 3.870
C -4.536 -4.928 3.314
C -4.606 -6.159 4.425
C -4.142 -5.937 6.017
N 0.558 -2.510 5.623
C 1.136 -3.283 4.426
C 2.148 -2.414 3.473
C 2.930 -1.336 4.482
C 4.359 -0.794 3.855
C 5.031 0.193 5.019
O 4.430 0.375 6.225
O 6.282 0.959 4.808
N 0.660 -4.720 4.374
C 1.089 -5.710 3.300
N 2.320 -6.537 3.700
H -1.483 -8.769 6.010
H -1.629 -4.085 9.358
H -1.355 -5.537 8.206
H -3.156 -2.199 5.827
H -3.947 -2.565 3.103
H -4.898 -5.083 2.187
H -4.991 -7.212 4.087
H -4.267 -6.882 6.721
H 1.612 -1.800 2.630
H 2.994 -3.098 3.035
H 3.184 -1.864 5.496
H 2.159 -0.479 4.683
H 4.089 -0.098 2.942
H 5.092 -1.670 3.548
H 6.494 1.484 5.644
H 0.258 -6.497 3.015
H 1.405 -5.127 2.326
H 3.204 -6.006 3.534
H 2.250 -6.872 4.686
C 2.047 3.042 -1.261
C 1.997 3.252 -2.639
C 1.352 2.329 -3.463
C 0.765 1.185 -2.909
C 0.836 0.962 -1.535
C 1.469 1.899 -0.707
C 0.264 -0.265 -0.946
O 0.323 -0.460 0.262
C -0.373 -1.259 -1.834
C -0.868 -2.454 -1.296
C -1.483 -3.393 -2.126
C -1.614 -3.138 -3.491
C -1.117 -1.950 -4.031
C -0.486 -1.014 -3.201
C 0.069 0.223 -3.787
O -0.042 0.446 -4.987
H 2.542 3.766 -0.618
H 2.459 4.137 -3.072
H 1.312 2.502 -4.538
H 1.517 1.739 0.368
H -0.772 -2.659 -0.231
H -1.862 -4.322 -1.707
H -2.100 -3.866 -4.137
H -1.218 -1.760 -5.098
C -1.218 3.982 -4.633
C -1.919 3.650 -5.792
C -1.860 4.485 -6.908
C -1.106 5.664 -6.862
C -0.424 6.009 -5.695
C -0.471 5.160 -4.582
C 0.334 7.274 -5.619
O 0.935 7.576 -4.595
C 0.349 8.174 -6.789
C 1.016 9.404 -6.710
C 1.046 10.255 -7.817
C 0.421 9.878 -9.005
C -0.248 8.656 -9.085
C -0.293 7.807 -7.971
C -1.034 6.533 -8.054
O -1.587 6.203 -9.096
H -1.257 3.326 -3.766
H -2.512 2.738 -5.828
H -2.405 4.217 -7.811
H 0.069 5.416 -3.672
H 1.509 9.705 -5.787
H 1.560 11.212 -7.752
H 0.451 10.538 -9.870
H -0.738 8.370 -10.014

List of Löwdin charges in e, atom by atom:
1. C 0.149
2. C -0.047
3. N 0.007
4. C -0.112
5. N -0.028
6. F 0.069
7. C -0.086
8. O -0.121
9. C -0.177
10. C -0.014
11. C -0.059
12. C -0.058
13. C -0.055
14. C -0.004
15. N 0.176
16. C -0.033
17. C -0.097
18. C -0.207
19. C -0.082
20. C -0.243
21. O -0.060
22. O -0.010
23. N -0.036
24. C -0.175
25. N -0.002
26. H 0.105
27. H 0.182
28. H 0.164
29. H 0.107
30. H 0.094
31. H 0.098
32. H 0.083
33. H 0.099
34. H 0.135
35. H 0.118
36. H 0.122
37. H 0.132
38. H 0.137
39. H 0.139
40. H 0.137
41. H 0.144
42. H 0.152
43. H 0.075
44. H 0.077
45. C -0.047
46. C -0.048
47. C -0.008
48. C -0.089
49. C -0.088
50. C 0.003
51. C -0.281
52. O 0.067
53. C -0.088
54. C -0.005
55. C -0.061
56. C -0.051
57. C 0.015
58. C -0.081
59. C -0.276
60. O 0.104
61. H 0.112
62. H 0.116
63. H 0.126
64. H 0.117
65. H 0.111
66. H 0.105
67. H 0.112
68. H 0.126
69. C -0.068
70. C -0.047
71. C 0.013
72. C -0.083
73. C -0.082
74. C 0.000
75. C -0.279
76. O 0.092
77. C -0.087
78. C 0.007
79. C -0.055
80. C -0.055
81. C 0.009
82. C -0.086
83. C -0.277
84. O 0.100
85. H 0.104
86. H 0.110
87. H 0.124
88. H 0.114
89. H 0.121
90. H 0.109
91. H 0.110
92. H 0.123

***

DFT (ωB97M-V with the def2-TZVPD basis set) results for one molecule with the formula C5H8N2S.

Properties
Structure (SMILES): Cc1cc(S)nn1C
Electronic energy (eV): -19126.4968
M (g mol⁻¹): 128.2
Orbital gap (Eh): 0.32971
ΔE to the lowest compared entry with this formula, charge and spin (kJ/mol): 378.66

Atoms and positions in Å:
C -1.546 -1.419 -0.132
C -0.312 -0.627 -0.083
C 0.901 -1.274 0.027
C 1.872 -0.211 0.219
S 3.703 -0.163 -0.180
N 1.326 0.931 -0.020
N -0.005 0.679 0.004
C -0.887 1.827 -0.112
H -1.954 -1.735 1.007
H -1.406 -2.447 -0.527
H -2.467 -0.754 -0.642
H 0.975 -2.275 0.154
H 3.439 1.306 0.621
H -1.526 1.789 -1.008
H -1.774 1.591 0.486
H -0.339 2.781 0.189

List of Löwdin charges in e, atom by atom:
1. C -0.060
2. C -0.338
3. C -0.037
4. C -0.686
5. S 0.583
6. N -0.002
7. N -0.169
8. C -0.024
9. H 0.138
10. H 0.074
11. H 0.129
12. H 0.065
13. H 0.053
14. H 0.083
15. H 0.074
16. H 0.119

***

DFT (ωB97M-V with the def2-TZVPD basis set) results for C3H6N2O as an isolated structure.

Properties
Electronic energy (eV): -8229.8486
M (g mol⁻¹): 86.1
Orbital gap (Eh): 0.33959
ΔE to the lowest compared entry with this formula, charge and spin (kJ/mol): 660.94

Atoms and positions in Å:
N -0.959 -0.144 -0.573
C 0.328 -0.184 -0.323
C -0.668 0.571 2.032
C 1.576 0.101 -0.606
O -0.671 -0.209 -2.297
N -0.027 -0.335 1.450
H -0.431 -1.125 -2.517
H -1.454 -1.016 -0.391
H -1.262 1.345 1.537
H -0.621 0.612 3.124
H 2.300 0.158 0.193
H 1.888 0.226 -1.630

List of Löwdin charges in e, atom by atom:
1. N 0.107
2. C -0.365
3. C -0.123
4. C 0.047
5. O -0.128
6. N 0.028
7. H 0.048
8. H 0.127
9. H 0.069
10. H 0.064
11. H 0.063
12. H 0.062

***

DFT (ωB97M-V with the def2-TZVPD basis set) results for one molecule with the formula C7H7N3O2.

Properties
Structure (SMILES): CC1=C[C@H]([N+](=O)[O-])[C@@H](C#N)N=C1
Electronic energy (eV): -15931.8057
M (g mol⁻¹): 165.2
Orbital gap (Eh): 0.34934
ΔE to the lowest compared entry with this formula, charge and spin (kJ/mol): 648.61

Atoms and positions in Å:
C -2.009 -0.276 0.168
C -0.518 0.021 0.217
C 0.413 -0.626 -0.577
C 1.861 -0.446 -0.574
N 2.560 -1.640 -0.023
O 3.757 -1.459 0.162
O 1.911 -2.640 0.155
C 2.263 0.846 0.684
C 2.874 1.884 -0.129
N 3.190 2.747 -0.825
N 1.204 1.307 1.405
C 0.008 0.987 1.155
H -2.699 0.562 -0.075
H -2.466 -0.445 1.127
H -2.446 -1.242 -0.362
H 0.020 -1.363 -1.429
H 2.224 0.012 -1.489
H 2.961 0.394 1.317
H -0.579 1.482 1.876

List of Löwdin charges in e, atom by atom:
1. C -0.069
2. C -0.209
3. C -0.012
4. C -0.087
5. N -0.379
6. O 0.074
7. O 0.107
8. C -0.222
9. C -0.173
10. N 0.171
11. N 0.085
12. C -0.093
13. H 0.085
14. H 0.056
15. H 0.126
16. H 0.167
17. H 0.146
18. H 0.114
19. H 0.113

***

DFT (ωB97M-V with the def2-TZVPD basis set) results for one molecule with the formula C4H6N2S.

Properties
Structure (SMILES): [H]/N=C(/C=S)N1CC1
Electronic energy (eV): -18058.2059
M (g mol⁻¹): 114.2
Orbital gap (Eh): 0.29201
ΔE to the lowest compared entry with this formula, charge and spin (kJ/mol): 267.02

Atoms and positions in Å:
H 0.905 -0.213 -2.473
N -0.097 -0.005 -2.314
C -0.293 0.052 -1.058
C -1.726 0.315 -0.713
S -2.457 0.416 0.725
N 0.823 -0.090 -0.165
C 0.947 0.578 1.133
C 0.767 -0.896 1.077
H -2.281 0.470 -1.651
H 0.088 1.151 1.497
H 1.911 1.027 1.339
H -0.205 -1.251 1.395
H 1.618 -1.554 1.207

List of Löwdin charges in e, atom by atom:
1. H 0.077
2. N 0.159
3. C -0.458
4. C -0.586
5. S 0.727
6. N -0.056
7. C -0.146
8. C -0.121
9. H 0.055
10. H 0.071
11. H 0.100
12. H 0.077
13. H 0.100